Entry from the Open Molecules 2025 dataset: a 2-piece molecular cluster, C3H11N2O overall at a distorted geometry (the ωB97M-V functional and the def2-TZVPD basis).

Strongest force on any atom = 0.08264 hartree/bohr
LUMO level = -4.098 eV
E_HOMO = -15.148 eV
Charge = +1
Gap between HOMO and LUMO = 11.05 eV
ΔE to the lowest compared entry with this formula, charge and spin = 211.73 kJ/mol

```
17
Properties=species:S:1:pos:R:3:nbo_charge:R:1
C -0.59192 2.04215 1.01186 -0.612
C 0.45479 0.87734 1.02921 -0.237
N -0.39382 -2.47803 -0.27949 -0.781
C 0.22533 -1.35944 0.02162 0.445
N -0.16896 -0.42048 0.87984 -0.486
H -1.06568 1.84597 2.03242 0.213
H -1.26765 2.02933 0.14736 0.227
H -0.01751 2.99981 0.98219 0.248
H 1.05609 1.03780 1.88783 0.230
H 1.04412 1.04096 0.14743 0.219
H -1.35337 -2.27687 -0.28135 0.394
H -0.10775 -3.45933 0.05481 0.467
H 1.21679 -1.42908 -0.39312 0.232
H -1.11639 -0.53713 1.41281 0.432
H 0.96801 0.75883 -2.86016 0.486
H 0.30713 -0.48687 -3.24231 0.475
O 0.81080 -0.18495 -2.55097 -0.952
```

Entry from the Open Molecules 2025 dataset: a 2-piece molecular cluster, C3H11N2O overall at a distorted geometry (the ωB97M-V functional and the def2-TZVPD basis).

Strongest force on any atom = 0.07095 hartree/bohr
LUMO level = -3.554 eV
E_HOMO = -12.923 eV
Charge = +1
Gap between HOMO and LUMO = 9.37 eV
ΔE to the lowest compared entry with this formula, charge and spin = 318.71 kJ/mol

```
17
Properties=species:S:1:pos:R:3:nbo_charge:R:1
C -0.01783 -1.58419 -1.30653 -0.674
C -0.12952 -0.17480 -0.59151 0.166
C 0.14878 1.09202 -1.04504 0.000
N -0.52825 1.56176 -2.25408 -0.883
N -0.35647 -0.44181 0.93954 -0.692
H 0.82809 -2.19616 -0.98218 0.245
H -0.87628 -2.17971 -0.95579 0.220
H -0.14000 -1.40787 -2.37626 0.274
H 0.39353 1.88911 -0.36741 0.197
H -0.08695 1.61005 -3.12413 0.393
H -1.20525 2.32101 -2.21639 0.405
H -0.06726 0.32581 1.51377 0.463
H -1.33295 -0.65570 1.05660 0.438
H 0.19101 -1.27781 1.04649 0.437
H 1.46961 -0.29123 3.90333 0.521
H 0.70809 1.14076 3.52256 0.501
O 1.00162 0.26876 3.23703 -1.011
```

Entry from the Open Molecules 2025 dataset: C3H11N2O2 as an isolated structure at a distorted geometry (the ωB97M-V functional and the def2-TZVPD basis).

Strongest force on any atom = 0.10750 hartree/bohr
LUMO level = 3.553 eV
E_HOMO = -3.117 eV
Charge = -1
Gap between HOMO and LUMO = 6.67 eV
ΔE to the lowest compared entry with this formula, charge and spin = 396.22 kJ/mol

```
18
Properties=species:S:1:pos:R:3:nbo_charge:R:1
C 0.07915 0.86431 -0.00541 -0.314
N -1.11290 0.88458 -0.89922 -0.389
C -2.16446 0.45036 -0.38885 0.211
O -2.44285 -0.14269 0.84372 -0.672
C 0.51594 -0.54134 0.45702 -0.228
N 1.77418 -0.51565 1.17221 -0.895
H -0.10299 1.48440 0.87028 0.180
H 0.92767 1.28120 -0.55926 0.273
H -1.98322 -2.30253 -1.87009 0.046
H -2.04883 -0.76805 0.02377 0.496
H -3.05728 0.81047 -0.90149 0.149
H 0.66532 -1.15849 -0.43414 0.169
H -0.22536 -1.00024 1.10054 0.168
H 2.48933 0.07138 0.64383 0.446
H 1.63672 -0.04395 2.05214 0.321
H -2.05634 -1.98834 -1.20016 -0.044
H 3.89866 1.25211 -0.78041 0.405
O 3.20727 1.36245 -0.12446 -1.321
```

Entry from the Open Molecules 2025 dataset: a 2-piece molecular cluster, C3H11N2O2 overall at a distorted geometry (the ωB97M-V functional and the def2-TZVPD basis).

Spin multiplicity = 2
Strongest force on any atom = 0.06485 hartree/bohr
LUMO level (alpha / beta) = -8.884 / -13.733 eV
E_HOMO (alpha / beta) = -21.061 / -21.019 eV
Charge = +2
Gap between HOMO and LUMO (alpha / beta) = 12.18 / 7.29 eV
ΔE to the lowest compared entry with this formula, charge and spin = 170.48 kJ/mol
⟨S²⟩ = 0.7546

```
18
Properties=species:S:1:pos:R:3:nbo_charge:R:1
O -0.05566 1.23017 1.00973 -0.074
C 0.64973 0.16372 1.20482 0.616
N 1.60863 0.12184 2.04223 -0.639
C 0.23485 -1.01550 0.30098 -0.284
N -0.77392 -0.58078 -0.68448 -0.553
C -1.27717 -1.74814 -1.54675 -0.398
H 2.06361 0.91665 2.56563 0.493
H 2.06155 -0.69843 2.22917 0.448
H 1.20868 -1.33181 -0.19883 0.302
H -0.19489 -1.77436 0.97268 0.300
H -0.48199 0.32613 -1.23196 0.479
H -1.53139 -0.10517 -0.11105 0.439
H -0.55594 -2.47716 -1.49497 0.228
H -1.34767 -1.48003 -2.61109 0.269
H -2.23017 -2.02248 -1.18919 0.252
H 0.19249 2.04460 -0.83965 0.499
H -0.45562 2.37599 -2.17368 0.543
O -0.21773 1.65276 -1.63393 -0.921
```

Entry from the Open Molecules 2025 dataset: a 2-piece molecular cluster, C3H11N2O3 overall at a distorted geometry (the ωB97M-V functional and the def2-TZVPD basis).

Strongest force on any atom = 0.11364 hartree/bohr
LUMO level = -3.409 eV
E_HOMO = -13.644 eV
Charge = +1
Gap between HOMO and LUMO = 10.23 eV
ΔE to the lowest compared entry with this formula, charge and spin = 287.57 kJ/mol

```
19
Properties=species:S:1:pos:R:3:nbo_charge:R:1
N 2.01368 -0.16554 -1.40875 -0.724
C 0.70197 -0.39745 -0.52754 -0.137
C -0.43046 0.52867 -1.06247 -0.111
O -0.35312 0.76365 -2.39481 -0.716
C 0.87019 0.01386 0.95130 0.637
N 0.16596 -0.23888 2.10109 -0.818
O 1.83884 0.72202 1.14479 -0.623
H 2.65830 -1.01745 -1.16406 0.472
H 1.63284 -0.11732 -2.41236 0.476
H 2.49338 0.74927 -1.23284 0.477
H 0.37178 -1.46788 -0.52406 0.250
H -1.48074 0.17630 -0.61254 0.226
H -0.43724 1.49817 -0.55572 0.198
H -1.31597 0.37352 -2.71275 0.514
H 0.73508 -0.05552 2.97686 0.446
H -0.78272 -0.50139 2.03143 0.417
H -2.61228 -0.03622 2.50065 0.490
H -3.51511 -0.43766 1.34614 0.502
O -2.55435 -0.39015 1.55567 -0.976
```

Entry from the Open Molecules 2025 dataset: a 2-piece molecular cluster, C3H11N2O3 overall at a distorted geometry (the ωB97M-V functional and the def2-TZVPD basis).

Strongest force on any atom = 0.12448 hartree/bohr
LUMO level = -3.626 eV
E_HOMO = -14.067 eV
Charge = +1
Gap between HOMO and LUMO = 10.44 eV
ΔE to the lowest compared entry with this formula, charge and spin = 256.66 kJ/mol

```
19
Properties=species:S:1:pos:R:3:nbo_charge:R:1
C -0.74563 -0.06926 1.39367 -0.706
C -0.33148 0.31419 0.03048 0.271
C 1.71450 -1.17796 -1.28304 0.852
N -1.46769 0.82196 -0.79279 -0.734
N 1.62775 -2.55755 -1.21951 -0.829
O 0.62521 1.17092 0.05189 -0.681
O 2.33762 -0.63306 -0.19692 -0.677
O 1.36978 -0.51849 -2.26312 -0.666
H 0.19355 -0.37626 1.70743 0.255
H -1.27163 0.59298 2.14924 0.253
H -1.30230 -0.99772 1.33141 0.244
H -1.16298 0.89128 -1.79355 0.459
H -1.54949 1.83688 -0.55360 0.429
H -2.49001 0.65319 -0.78349 0.464
H 1.74567 -3.06170 -0.31911 0.408
H 0.98900 -3.10902 -1.76199 0.412
H 0.60817 1.69697 0.89752 0.509
H 2.35664 0.29631 -0.51060 0.514
H -0.09926 -0.66654 -0.73061 0.224
```

Entry from the Open Molecules 2025 dataset: the molecule C3H11N2OP at a distorted geometry (the ωB97M-V functional and the def2-TZVPD basis).

Strongest force on any atom = 0.06936 hartree/bohr
LUMO level = 0.809 eV
E_HOMO = -9.275 eV
Gap between HOMO and LUMO = 10.08 eV
ΔE to the lowest compared entry with this formula, charge and spin = 23.09 kJ/mol

```
18
Properties=species:S:1:pos:R:3:nbo_charge:R:1
C 1.25223 -1.53628 -0.29685 -0.424
C 1.57778 0.66193 0.83242 -0.427
C -1.36394 1.73354 -0.30404 -1.013
N -1.85718 -1.01177 -0.76372 -1.161
N 0.76400 -0.12443 -0.16033 -0.774
O -1.18680 -0.27884 1.64266 -1.110
P -0.91879 -0.00807 0.24253 2.177
H 0.62680 -2.01019 -1.09594 0.197
H 2.32726 -1.43029 -0.56864 0.202
H 1.29477 -2.10895 0.58833 0.190
H 0.82004 1.47668 0.96550 0.201
H 1.96379 0.29545 1.85686 0.206
H 2.51100 1.03615 0.36648 0.196
H -0.54389 2.28105 -0.67314 0.240
H -2.22867 1.65796 -1.09853 0.247
H -1.75641 2.09363 0.68700 0.261
H -1.73423 -0.70249 -1.69908 0.387
H -1.54776 -2.02511 -0.52153 0.405
```

Table of molar mass (g mol⁻¹), in record order: 91.1, 91.1, 107.1, 107.1, 123.1, 123.1, 122.1